DFT (ωB97M-V with the def2-TZVPD basis set) results for 4 unconnected molecules or ions with the total composition C2H12N2O3.

Computed properties:
Lowest unoccupied orbital energy in eV: 0.585
Charge: 0
Relative energy (zero: lowest compared OMol25 entry of this formula, charge and spin) in eV: 1.2844
SMILES: C/N=C\N.O.O.O
HOMO level in hartree: -0.3325
Frontier orbital gap in eV: 9.6330
2S+1: 1

Geometry (Å):
C 0.47128 -0.46870 -2.08809
N 0.18841 -0.17053 -4.99982
C 1.36127 -0.17242 -4.28578
N 1.52307 -0.36836 -3.05370
H -0.52210 -0.77314 -2.45211
H 0.46449 0.44077 -1.55201
H 0.71009 -1.21938 -1.36824
H -0.66702 -0.46186 -4.55857
H 0.16838 0.05419 -5.97801
H 2.24645 -0.01145 -4.88225
H -0.46764 1.96934 7.26823
H 0.43381 0.69876 7.40827
O -0.45313 1.04478 7.52716
H 0.03175 -3.19035 3.68756
H 0.08503 -2.78794 5.10331
O 0.67373 -2.91493 4.35456
H -2.06496 2.41310 -0.70098
H -1.68866 3.14275 0.48310
O -2.49428 2.77538 0.08737